# 1
C35H33FN8O4RuS2 | ωB97M-V/def2-TZVPD

Its spin multiplicity is 5. For the energy above the lowest of the compared OMol25 structures with the same formula, charge and spin, the calculation gives 0.0 kcal per mole. As for the net charge: +2. Its frontier orbital gap (alpha / beta) is 0.227 / 0.210 Eh. Its expectation value of S² is 6.059.

Geometry (Å):
Ru1 -1.590 -0.698 -1.446
F1 4.129 -3.173 1.315
C1 3.412 -2.131 1.783
C2 2.257 -1.811 1.141
C3 1.453 -0.768 1.606
C4 0.214 -0.446 0.920
O1 -0.134 -1.195 -0.041
C5 -0.515 0.653 1.415
C6 -0.061 1.291 2.540
N1 1.070 0.989 3.195
C7 1.445 1.730 4.390
C8 1.192 3.200 4.445
C9 2.596 2.692 4.319
C10 1.867 -0.054 2.733
C11 3.068 -0.389 3.369
C12 3.861 -1.433 2.920
N2 5.074 -1.729 3.580
C13 6.063 -2.640 2.996
C14 7.342 -2.578 3.839
N3 7.441 -1.206 4.446
C15 6.372 -1.012 5.498
C16 5.114 -1.749 5.036
C17 -1.773 1.231 0.813
O2 -2.436 1.990 1.476
O3 -2.022 0.969 -0.451
H1 1.950 -2.382 0.274
H2 -0.666 2.091 2.944
H3 1.313 1.155 5.298
H4 0.862 3.610 5.389
H5 0.762 3.681 3.577
H6 3.255 2.764 5.174
H7 3.077 2.816 3.357
H8 3.391 0.205 4.213
H9 6.279 -2.322 1.979
H10 5.735 -3.680 2.959
H11 8.223 -2.763 3.231
H12 7.339 -3.283 4.667
H13 7.296 -0.518 3.705
H14 8.366 -1.040 4.840
H15 6.212 0.059 5.595
H16 6.753 -1.404 6.439
H17 4.243 -1.264 5.461
H18 5.113 -2.779 5.409
S1 0.168 0.027 -2.681
C18 -0.787 0.535 -4.080
N4 -0.070 0.828 -5.178
N5 -0.653 1.563 -6.106
C19 -1.335 2.776 -5.955
C20 -1.393 3.456 -4.740
C21 -2.108 4.638 -4.666
C22 -2.753 5.147 -5.789
C23 -2.667 4.476 -7.003
C24 -1.955 3.296 -7.092
N6 -2.094 0.596 -4.074
N7 -2.695 0.226 -2.940
C25 -4.018 0.640 -2.826
C26 -4.583 1.507 -3.779
C27 -5.890 1.926 -3.636
C28 -6.658 1.492 -2.561
C29 -6.101 0.630 -1.622
C30 -4.794 0.207 -1.745
H19 -0.422 1.280 -7.049
H20 -0.866 3.082 -3.874
H21 -2.153 5.172 -3.727
H22 -3.312 6.072 -5.720
H23 -3.157 4.875 -7.881
H24 -1.893 2.762 -8.034
H25 -3.979 1.843 -4.607
H26 -6.316 2.600 -4.368
H27 -7.681 1.831 -2.451
H28 -6.693 0.293 -0.781
H29 -4.364 -0.440 -0.995
O4 -2.852 -1.771 -0.198
N8 -3.246 -2.997 -0.534
C31 -4.055 -3.647 0.336
C32 -4.518 -4.895 0.039
C33 -4.147 -5.492 -1.171
C34 -3.315 -4.818 -2.029
C35 -2.846 -3.541 -1.697
S2 -1.776 -2.639 -2.705
H30 -4.289 -3.096 1.233
H31 -5.166 -5.396 0.741
H32 -4.513 -6.476 -1.431
H33 -2.999 -5.243 -2.971

***

# 2
C35H33N2P2PbS4SbTe | ωB97M-V/def2-TZVPD

For the energy above the lowest of the compared OMol25 structures with the same formula, charge and spin, the calculation gives 0.0 kcal per mole. As for the net charge: -2. Its frontier orbital gap is 0.205 Eh.

Geometry (Å):
Pb1 -21.268 -6.533 -7.192
Te1 -21.528 -3.566 -3.640
C1 -21.418 -1.585 -2.789
C2 -22.046 -0.581 -3.512
C3 -21.935 0.708 -3.032
N1 -21.302 1.083 -1.928
C4 -20.753 0.090 -1.236
C5 -20.769 -1.252 -1.604
C6 -21.145 -3.222 -5.588
P1 -22.589 -3.606 -6.565
C7 -23.888 -2.310 -6.179
C8 -24.970 -2.639 -5.327
C9 -26.003 -1.733 -5.060
C10 -25.985 -0.478 -5.619
C11 -24.874 -0.106 -6.355
C12 -23.838 -0.999 -6.622
C13 -22.324 -3.067 -8.284
C14 -23.316 -3.504 -9.170
C15 -23.177 -3.248 -10.522
C16 -22.073 -2.526 -11.008
C17 -21.176 -1.958 -10.097
C18 -21.288 -2.267 -8.749
P2 -19.564 -3.664 -6.276
C19 -18.498 -4.375 -4.899
C20 -18.397 -5.763 -4.871
C21 -17.645 -6.442 -3.938
C22 -16.890 -5.720 -3.030
C23 -16.909 -4.341 -3.090
C24 -17.726 -3.655 -3.985
C25 -18.617 -2.109 -6.513
C26 -18.985 -0.846 -6.058
C27 -18.221 0.289 -6.386
C28 -17.082 0.181 -7.152
C29 -16.623 -1.110 -7.474
C30 -17.385 -2.212 -7.150
H1 -22.563 -0.828 -4.408
H2 -22.372 1.500 -3.632
H3 -20.158 0.373 -0.347
H4 -20.223 -1.980 -1.037
H5 -25.047 -3.666 -4.946
H6 -26.853 -2.043 -4.461
H7 -26.828 0.200 -5.501
H8 -24.793 0.917 -6.769
H9 -23.022 -0.676 -7.273
H10 -24.136 -4.091 -8.730
H11 -23.930 -3.668 -11.192
H12 -21.950 -2.340 -12.067
H13 -20.375 -1.304 -10.419
H14 -20.633 -1.805 -8.026
H15 -18.934 -6.341 -5.608
H16 -17.684 -7.509 -3.997
H17 -16.327 -6.258 -2.274
H18 -16.349 -3.761 -2.351
H19 -17.763 -2.569 -3.935
H20 -19.904 -0.744 -5.505
H21 -18.610 1.263 -6.088
H22 -16.559 1.052 -7.534
H23 -15.675 -1.219 -7.972
H24 -17.028 -3.189 -7.433
S1 -22.677 -10.828 -4.687
Sb1 -20.952 -9.424 -5.210
S2 -20.727 -9.098 -7.590
S3 -21.630 -7.183 -4.729
S4 -18.916 -9.941 -4.320
C31 -23.936 -7.508 -12.221
C32 -23.382 -8.225 -10.986
C33 -23.954 -9.610 -10.862
C34 -21.855 -8.285 -11.150
C35 -23.702 -7.491 -9.768
N2 -23.959 -6.870 -8.833
H25 -23.458 -7.903 -13.138
H26 -23.733 -6.431 -12.163
H27 -25.023 -7.633 -12.256
H28 -23.792 -10.166 -11.785
H29 -25.036 -9.553 -10.665
H30 -23.474 -10.181 -10.065
H31 -21.567 -8.922 -11.979
H32 -21.434 -8.707 -10.244
H33 -21.431 -7.280 -11.259

***

no.,calculated total energy (eV)
1,-83894.7997
2,-120810.7648